Record 1
{
  "formula": "C38H38GdN6OS4SbSi",
  "method": "ωB97M-V/def2-TZVPD",
  "spin_multiplicity": 8,
  "homo_energy_ev": [-1.52, -1.52],
  "s2": 15.9264,
  "orbital_gap_ev": [4.4, 4.4],
  "lumo_ev": [2.93, 2.93],
  "charge": -2,
  "species": ["H", "N", "S", "Si", "C", "C", "H", "C", "Gd", "C", "C", "H", "H", "C", "S", "Sb", "C", "H", "O", "C", "H", "H", "H", "C", "C", "H", "N", "C", "C", "H", "H", "H", "H", "C", "C", "C", "C", "N", "C", "H", "N", "H", "H", "H", "C", "H", "C", "H", "H", "H", "H", "C", "C", "C", "N", "C", "H", "C", "C", "C", "H", "C", "C", "C", "H", "N", "H", "H", "H", "C", "S", "C", "C", "C", "C", "H", "C", "C", "C", "H", "H", "H", "H", "H", "H", "H", "C", "H", "H", "S"],
  "coordinates": [[0.3603, 2.6205, -1.9952], [0.6832, -2.5895, 0.2119], [-4.2408, -0.8227, 3.4981], [3.1394, 1.4480, 0.7270], [3.2209, -8.3083, -4.4006], [-2.3321, -1.9712, -5.0886], [2.1354, -7.0487, -0.1177], [5.2509, 2.0307, -1.1574], [-0.2656, -0.0900, 0.3487], [-0.0671, 3.0786, -1.1060], [-2.7408, -2.2640, -3.7988], [8.6385, 2.1865, -1.0260], [-2.8149, -2.4373, -5.9404], [-1.2685, -1.0843, -5.2584], [-2.7120, 1.1273, 0.5173], [-2.5209, 0.5654, 2.8255], [2.4817, -6.0134, -3.8265], [1.8425, -4.0774, -3.2312], [-0.4541, -0.2206, -1.8350], [2.2374, -6.7490, -1.1527], [0.5665, 5.6984, 0.5355], [3.7791, 3.7086, 2.6104], [-3.5399, -2.9860, -3.6685], [-0.8815, 4.2305, 1.1425], [2.9315, 0.6467, 4.8041], [2.5772, -5.7282, -4.8684], [-3.8062, -2.6913, -1.1107], [-1.0633, -0.7911, -2.8336], [2.7885, -7.3334, -3.4398], [-1.0677, 6.0912, 0.0331], [-1.0853, 2.7118, -1.0297], [0.1790, 0.1722, -4.2738], [3.8307, 3.9027, 5.0611], [0.1831, 3.1656, 1.3474], [3.5773, 2.9547, 4.6020], [2.1402, 2.8299, -0.0935], [6.5624, 2.1809, -1.5946], [3.5693, -9.0980, -5.1710], [0.8708, -3.4724, 1.2509], [5.8215, 1.4939, 2.1305], [1.4917, -4.4830, -0.6039], [1.0187, 3.6405, 1.8733], [2.4112, -0.1497, -0.9221], [3.2752, 1.9483, 6.4769], [-3.9122, -2.9715, 0.2355], [4.4447, 2.0978, -1.8865], [1.3708, -4.6457, 0.7738], [-2.4630, -2.5225, 1.8204], [-4.7918, -3.4145, 0.6760], [1.0342, -2.7730, -1.8612], [-1.1119, 4.6713, 2.1115], [7.3385, 1.8249, 0.6501], [2.3549, -0.0797, 0.1761], [1.9351, -5.4334, -1.5443], [0.6883, 2.5833, 0.0601], [2.8917, 0.5402, 3.4165], [-0.8508, 4.8755, -1.9569], [3.2707, 1.8548, 5.3981], [3.5395, 2.8380, 3.2196], [4.9442, 1.7776, 0.1874], [6.7671, 2.3725, -2.6432], [-2.7566, -2.5204, 0.7838], [2.0674, -5.0841, -2.9013], [-0.3603, 5.2668, 0.1408], [-0.9173, -0.8457, -6.2571], [-1.9709, -1.9510, -0.1927], [2.6553, -0.2038, 5.4168], [2.8813, -8.6909, -1.7625], [0.6150, -3.1990, 2.2639], [3.1893, 1.6332, 2.5978], [-2.4406, 2.4786, 4.0926], [-2.1451, -1.6948, -2.6710], [2.6549, -7.6787, -2.0788], [-2.6160, -2.0715, -1.3310], [6.0211, 1.6828, 1.0782], [2.4131, 3.8429, 0.2437], [1.0734, -3.2026, -0.8702], [7.6140, 2.0757, -0.6891], [-0.6499, -0.5190, -4.1597], [-4.5245, -2.8212, -1.7922], [-0.1726, 2.3902, 2.0193], [0.8723, 4.9581, -1.6366], [8.1526, 1.7412, 1.3635], [-1.8058, 3.7740, 0.7898], [1.6325, -5.5556, 1.2847], [2.8254, -0.9791, 0.5883], [-0.0792, 4.6053, -1.2287], [2.3887, 2.7834, -1.1629], [2.5955, -0.4002, 2.9616], [-0.4334, -0.5656, 2.9825]]
}

=====

Record 2
{
  "formula": "C38H38MnN7O5",
  "method": "ωB97M-V/def2-TZVPD",
  "spin_multiplicity": 2,
  "homo_energy_ev": [-9.63, -9.42],
  "s2": 1.1356,
  "orbital_gap_ev": [6.2, 5.7],
  "lumo_ev": [-3.47, -3.70],
  "charge": 1,
  "de_lowest_kcal_mol": 62.3,
  "species": ["C", "C", "C", "H", "C", "C", "C", "H", "H", "C", "C", "H", "H", "H", "O", "H", "H", "C", "C", "C", "C", "C", "C", "C", "C", "C", "C", "N", "H", "C", "H", "H", "H", "H", "N", "H", "H", "C", "H", "N", "O", "C", "H", "H", "C", "O", "H", "C", "H", "C", "C", "C", "H", "H", "O", "H", "H", "C", "N", "C", "C", "N", "H", "C", "C", "H", "H", "H", "C", "H", "H", "H", "H", "H", "C", "C", "N", "H", "C", "N", "C", "H", "H", "O", "H", "H", "Mn", "C", "C"],
  "coordinates": [[1.0737, -2.8599, 1.8769], [3.4601, -4.2927, -1.1958], [-2.6293, -0.2241, 0.9702], [-5.4010, 5.9184, 0.0278], [5.2468, 0.3477, -0.1157], [-4.4568, 3.0144, -1.4156], [-4.7699, 5.0796, -0.2287], [-6.2416, 1.0807, -3.3380], [3.0566, 0.6218, 1.5326], [5.5851, -3.3164, -0.5094], [-3.4907, 4.9860, 0.2824], [2.9871, -6.3437, -1.6899], [-1.6986, 3.8214, 0.3882], [0.6520, -5.8333, -2.3074], [1.0625, 4.6873, -0.7530], [-3.0093, 0.9914, -1.5629], [1.3596, -3.1926, 2.8750], [1.0250, 2.4061, -0.3742], [-0.3011, -2.1985, 1.9381], [1.6078, 1.2193, 0.0717], [1.3165, -5.0566, -1.9573], [-3.7105, -0.9992, 1.1581], [3.8118, 0.5449, -0.4796], [1.6738, 3.6267, -0.2110], [-3.8029, -2.3086, 0.5254], [3.5052, 2.6249, 0.9779], [-1.5763, -2.0585, -0.4452], [5.5468, -5.6982, -0.7917], [1.0691, -3.7281, 1.2173], [2.8934, -2.9974, -1.1469], [-0.9357, -3.6125, 3.3968], [1.7419, 6.3582, 0.2770], [-0.1801, -3.5383, -2.1187], [-0.4742, 3.3069, -1.5160], [3.0637, -0.6581, -0.7597], [3.3405, 4.7144, 0.6858], [-2.9181, -3.7920, -0.6797], [0.8439, -3.7436, -1.8462], [-6.8928, 1.9763, -1.9441], [-0.7465, 0.2659, -0.6527], [6.7491, -5.6708, -0.6375], [-1.1379, 1.4578, -0.9784], [-1.1544, -2.1584, -1.4384], [-3.0947, 2.5356, 2.6050], [3.6875, -1.8524, -0.7876], [-4.8323, 1.9719, -2.2097], [1.0518, 6.6101, -1.3456], [-6.1495, 1.9846, -2.7437], [0.3932, -0.2107, 2.4695], [-5.2612, 4.0883, -1.0737], [4.8422, -4.4128, -0.8421], [5.8062, -0.8601, -0.1162], [0.1621, -1.3125, 3.8360], [-4.3617, 1.6681, 1.7041], [-2.4083, 1.0021, 1.4921], [6.6259, -3.4593, -0.2542], [-1.3939, -4.0716, 1.7621], [-1.5081, -0.6753, 0.1043], [-2.4277, 1.7715, -1.2905], [-0.2482, -0.9984, 2.8761], [1.6913, 5.9751, -0.7419], [1.5834, -2.7364, -1.4397], [-2.2890, -2.8045, 2.6144], [2.9156, 3.7391, 0.5078], [-2.8070, -2.8328, -0.1936], [6.8533, -0.9871, 0.1269], [5.8337, 1.2274, 0.1121], [-6.2652, 4.1628, -1.4612], [2.6077, -5.3393, -1.6226], [2.6841, 5.9157, -1.1859], [-4.7148, -2.8716, 0.6717], [-6.2992, 2.8580, -3.3807], [3.7395, 1.2488, -1.3190], [-3.1119, 5.7455, 0.9515], [2.9491, 1.2988, 0.6820], [5.0315, -2.0337, -0.4817], [-0.5393, -1.6769, 0.5542], [-4.5194, -0.6704, 1.7922], [-3.4459, 1.5578, 2.2909], [-0.2093, 2.4409, -1.0726], [-1.3037, -3.2276, 2.4447], [-3.6377, 0.9297, 3.1638], [1.8390, -2.1613, 1.5196], [4.9002, -6.7247, -0.9029], [-1.2369, -0.5790, 3.0539], [4.4224, 2.6945, 1.5480], [1.1327, -0.5240, -0.5663], [-2.6826, 3.9034, -0.0502], [-3.1492, 2.9238, -0.9087]]
}

=====

Number 1: energy -4763.03431 Eh. Number 2: energy -3380.91615 Eh.